ORCA calculation (the ωB97M-V functional and the def2-TZVPD basis) on C6H12FO6Rb as an isolated structure.

Last column: Mulliken charge in e.
Element x y z (Å)
Rb -2.05813 0.33493 1.95086  0.98
F -3.35826 2.60321 3.10682  -0.95
C 1.43411 -2.29681 2.63803  -0.56
O 1.39863 -2.80381 1.30775  -0.30
C 0.42570 -2.40940 0.41831  0.67
O -0.37765 -1.46858 0.58854  -0.53
O 0.45677 -3.30265 -0.67470  -0.29
C -0.45812 -3.15488 -1.68476  -0.24
H 2.05146 -3.01182 3.18184  0.22
H 0.42488 -2.30400 3.04973  0.27
H 1.80397 -1.27391 2.56740  0.28
H -1.32904 -3.77262 -1.46568  0.27
H -0.09628 -3.53189 -2.64133  0.26
H -0.69373 -2.09900 -1.81780  -0.05
C -1.04191 0.73445 -2.27707  -0.25
O 0.11198 1.55425 -1.79259  -0.33
C 0.03658 2.20271 -0.63898  0.83
O -0.98658 2.26877 0.01426  -0.60
O 1.14838 2.97623 -0.58920  -0.31
C 1.22429 4.07437 0.27283  -0.67
H -1.13343 -0.03834 -1.51384  -0.17
H -0.91772 0.29112 -3.26506  0.28
H -1.97278 1.30046 -2.31184  0.32
H 2.04764 4.73712 0.00645  0.25
H 1.52536 3.68902 1.24697  0.29
H 0.33384 4.70102 0.32295  0.32

Calculated values
E_LUMO = -0.314 eV
highest occupied orbital energy = -7.20 eV
orbital gap = 6.887 eV
energy relative to the best compared isomer or geometry (same formula, charge and spin) = 6.3 kcal per mole